# 1
Below is a 2-piece molecular cluster, C2H10NOS2 overall in a non-equilibrium geometry, with properties calculated with ωB97M-V/def2-TZVPD.

Geometry as ORCA input:
```
! wB97M-V def2-TZVPD RIJCOSX def2/J DEFGRID3
* xyz 1 1
H 0.70 -3.63 -1.07
H 0.70 -1.19 1.86
H 0.52 -2.46 -2.00
H 1.33 2.54 -2.27
H -0.17 -1.66 0.58
N 0.26 -0.84 1.01
H -0.31 0.93 2.10
H 0.97 -0.49 0.36
C -0.83 1.12 -0.01
H -1.64 -0.06 1.51
O 0.57 -2.67 -1.06
H -0.67 0.58 -0.95
S 0.33 2.52 0.19
S 0.73 3.48 -1.53
H -1.85 1.51 0.01
C -0.65 0.32 1.27
*
```

Properties
Orbital gap, Ha: 0.3252
Highest occupied orbital energy, eV: -12.25

Want to see where the charge sits? The Mulliken charges in e are: atom 1 (H): 0.311, atom 2 (H): 0.332, atom 3 (H): 0.320, atom 4 (H): 0.152, atom 5 (H): 0.380, atom 6 (N): -0.267, atom 7 (H): 0.428, atom 8 (H): 0.355, atom 9 (C): -0.658, atom 10 (H): 0.321, atom 11 (O): -0.628, atom 12 (H): 0.400, atom 13 (S): -0.016, atom 14 (S): -0.157, atom 15 (H): 0.361, atom 16 (C): -0.635

=====

# 2
Below is C31H21N5O8PRhSe2 as an isolated structure, with properties calculated with ωB97M-V/def2-TZVPD.

Geometry as ORCA input:
```
! wB97M-V def2-TZVPD RIJCOSX def2/J DEFGRID3
* xyz 0 5
C 0.13 2.91 -0.42
O 1.35 1.55 -3.76
C 2.16 -1.37 -1.04
P -2.60 -0.27 0.74
C -2.14 -0.26 -2.04
O 3.43 1.79 -4.23
H -2.73 2.07 -4.41
N 5.75 -1.99 -1.86
C 2.85 0.13 -2.76
C 1.14 -1.86 -0.04
H -4.78 -1.54 -0.59
C 0.50 3.83 -1.36
H 3.83 3.15 -1.35
H -0.26 4.44 -1.83
H -0.39 -2.88 5.33
C -4.32 -0.49 1.23
O 0.15 -1.02 0.15
C 2.78 3.12 -1.11
C 0.05 -1.39 3.87
C -2.66 0.40 -0.94
N 2.51 1.22 -3.69
H -1.73 -0.17 -4.14
H 4.90 0.02 -3.40
C 3.27 1.28 0.46
H -6.54 0.14 3.71
C 4.39 -1.42 -1.88
Se -1.69 1.19 2.06
C -2.73 1.60 -3.44
C 4.13 -0.38 -2.75
H -1.69 -1.24 -1.91
H -0.90 2.79 -0.12
H -0.94 -0.95 3.85
C 1.65 -2.99 4.64
C 2.19 -1.34 3.02
H 0.88 0.12 -1.91
O 4.46 1.16 0.22
C -3.25 1.66 -1.10
C 0.37 -2.46 4.68
N 1.01 2.09 0.19
O 6.56 -1.52 -2.62
C -5.16 -1.18 0.35
H -4.17 0.51 3.12
O 4.31 -1.05 1.99
C -6.49 -1.39 0.69
C 3.43 -1.94 -1.03
H -3.66 2.18 -0.24
C 1.86 -0.34 -1.91
O 5.95 -2.92 -1.11
C -6.15 -0.23 2.77
H 3.67 -2.74 -0.35
C -4.82 -0.02 2.44
N 0.95 -0.84 3.05
H 2.19 4.64 -2.47
H -8.02 -1.07 2.16
Rh 0.71 0.65 1.59
H 1.92 -3.83 5.25
C 2.58 -2.41 3.79
C -6.98 -0.91 1.90
H 3.60 -2.77 3.70
C 2.35 2.18 -0.14
N 2.58 0.40 1.42
O 1.27 -2.93 0.53
Se -1.74 -2.28 0.77
C 3.18 -0.66 2.09
C -2.17 0.34 -3.29
H -7.14 -1.92 0.01
C -3.28 2.25 -2.35
C 1.87 3.93 -1.72
H -3.72 3.23 -2.47
*
```

Properties
<S²>: 6.0331
Orbital gap (alpha / beta), Ha: 0.1872 / 0.2239
Highest occupied orbital energy (alpha / beta), eV: -5.64 / -8.99

Want to see where the charge sits? The Mulliken charges in e are: atom 1 (C): -0.337, atom 2 (O): -0.595, atom 3 (C): 0.107, atom 4 (P): 1.252, atom 5 (C): -0.224, atom 6 (O): -0.650, atom 7 (H): 0.403, atom 8 (N): 1.092, atom 9 (C): -0.402, atom 10 (C): -0.448, atom 11 (H): 0.344, atom 12 (C): -0.827, atom 13 (H): 0.528, atom 14 (H): 0.431, atom 15 (H): 0.436, atom 16 (C): 0.724, atom 17 (O): 0.734, atom 18 (C): -0.898, atom 19 (C): -0.140, atom 20 (C): 0.411, atom 21 (N): 1.271, atom 22 (H): 0.430, atom 23 (H): 0.648, atom 24 (C): -0.293, atom 25 (H): 0.401, atom 26 (C): -0.515, atom 27 (Se): -0.293, atom 28 (C): -0.516, atom 29 (C): -0.605, atom 30 (H): 0.369, atom 31 (H): 0.516, atom 32 (H): 0.431, atom 33 (C): -0.374, atom 34 (C): 0.746, atom 35 (H): 0.576, atom 36 (O): -0.679, atom 37 (C): -0.643, atom 38 (C): -0.889, atom 39 (N): 0.083, atom 40 (O): -0.642, atom 41 (C): -0.639, atom 42 (H): 0.288, atom 43 (O): -0.595, atom 44 (C): -0.668, atom 45 (C): -0.520, atom 46 (H): 0.405, atom 47 (C): 0.413, atom 48 (O): -0.622, atom 49 (C): -0.706, atom 50 (H): 0.650, atom 51 (C): -0.394, atom 52 (N): 0.180, atom 53 (H): 0.393, atom 54 (H): 0.387, atom 55 (Rh): 0.348, atom 56 (H): 0.437, atom 57 (C): -0.668, atom 58 (C): -0.445, atom 59 (H): 0.536, atom 60 (C): 0.677, atom 61 (N): 0.056, atom 62 (O): -0.691, atom 63 (Se): -0.055, atom 64 (C): -0.008, atom 65 (C): -0.540, atom 66 (H): 0.400, atom 67 (C): -0.664, atom 68 (C): -0.349, atom 69 (H): 0.432

=====

# 3
Below is C41H78F6HfN3O13S2 as an isolated structure in a non-equilibrium geometry, with properties calculated with ωB97M-V/def2-TZVPD.

Geometry as ORCA input:
```
! wB97M-V def2-TZVPD RIJCOSX def2/J DEFGRID3
* xyz 1 1
H 39.32 12.52 -26.95
C 35.90 -2.10 -31.22
H 36.63 -2.49 -31.93
H 37.41 9.68 -26.16
Hf 33.14 1.32 -26.96
N 34.30 3.37 -24.40
O 35.50 -0.06 -29.95
H 31.98 9.63 -17.46
H 36.27 -4.10 -21.21
H 38.28 9.49 -24.64
C 33.09 7.09 -32.89
C 34.75 -2.10 -22.03
H 41.20 5.67 -29.80
H 32.63 5.33 -34.20
H 36.05 -2.89 -30.48
C 32.92 8.00 -16.43
H 30.41 -2.19 -23.13
H 34.38 3.39 -33.32
H 37.13 -2.69 -21.52
H 43.99 4.99 -27.32
C 36.17 -0.67 -30.79
F 33.62 4.63 -20.88
H 35.72 6.10 -29.93
H 31.80 7.24 -31.19
O 36.52 4.85 -25.20
C 39.27 10.67 -26.12
O 39.99 9.91 -26.75
H 27.21 0.18 -23.59
H 39.25 12.73 -25.10
C 41.81 4.69 -27.87
H 27.65 4.62 -28.43
C 37.80 -2.13 -25.71
C 32.14 3.38 -32.36
C 35.49 -3.12 -22.81
H 37.08 -1.61 -26.35
H 42.77 5.72 -20.95
C 28.62 5.08 -28.22
C 37.43 -0.03 -31.41
H 28.58 6.14 -27.97
H 42.58 7.42 -20.50
F 36.27 3.40 -21.84
H 33.81 -1.91 -22.56
O 41.72 6.76 -18.25
H 41.32 6.46 -21.24
C 36.63 -4.34 -25.75
H 40.73 12.16 -25.88
C 37.07 -3.21 -24.83
H 28.73 -2.16 -22.80
H 38.79 -2.82 -23.59
H 43.62 4.40 -28.95
H 41.03 4.51 -17.80
S 36.08 3.60 -24.64
H 37.41 11.02 -25.05
H 28.77 4.77 -24.79
H 27.51 3.91 -25.51
C 42.10 6.44 -20.49
O 32.82 5.41 -23.95
C 36.72 -3.55 -22.04
O 41.36 4.08 -26.92
C 37.00 3.17 -22.97
C 34.55 -4.34 -22.93
C 38.31 -3.70 -24.01
C 33.26 3.90 -21.83
C 43.29 5.05 -28.14
C 33.67 6.56 -30.48
C 41.61 6.01 -19.13
H 33.66 8.05 -28.82
N 35.95 -2.55 -24.07
H 32.14 7.03 -28.79
O 33.60 4.26 -29.71
H 28.24 0.34 -22.12
C 32.85 7.41 -31.42
H 37.29 -5.41 -22.93
O 35.00 -1.78 -24.86
H 31.45 5.55 -32.97
H 32.61 2.40 -32.34
H 29.23 -2.48 -24.45
C 35.19 6.81 -30.56
F 38.12 4.03 -22.92
C 29.41 -0.44 -23.84
H 38.46 -2.60 -26.44
C 34.54 4.24 -32.66
H 31.72 3.42 -33.37
H 35.27 -1.15 -22.09
H 35.28 3.81 -31.98
H 32.48 7.73 -33.53
H 41.42 3.88 -19.49
H 34.12 7.20 -33.22
C 40.98 4.67 -18.88
S 34.01 4.68 -23.43
H 37.19 0.09 -32.46
H 35.16 -5.24 -23.02
H 31.28 3.53 -31.71
C 38.02 10.20 -25.43
C 32.48 8.70 -17.74
H 33.91 -4.31 -23.81
H 35.08 5.01 -33.22
H 34.59 -2.49 -21.03
H 37.73 0.91 -30.95
H 33.30 8.88 -18.43
N 33.19 5.18 -30.71
H 31.84 8.04 -18.33
H 28.53 1.34 -23.45
H 39.92 4.59 -19.12
C 29.05 4.37 -26.92
H 37.53 -4.48 -26.35
H 33.67 6.54 -28.16
H 35.46 6.64 -31.60
C 34.35 7.77 -16.06
H 43.28 6.05 -28.59
H 35.59 7.77 -30.24
H 40.24 6.04 -28.52
C 40.80 5.19 -28.91
H 34.61 6.73 -16.24
C 37.76 -4.44 -22.76
O 30.29 0.15 -24.40
O 36.05 2.53 -25.69
H 34.89 -2.27 -31.58
F 37.25 1.85 -23.02
C 39.64 12.19 -25.96
H 36.33 -5.27 -25.28
H 38.28 -0.68 -31.20
O 30.00 3.58 -26.83
H 38.62 -4.72 -22.15
H 34.54 7.70 -14.99
C 32.52 5.65 -33.16
H 29.30 4.89 -29.05
C 33.10 4.59 -32.06
C 28.22 0.32 -23.21
F 33.81 2.68 -21.79
C 28.18 4.75 -25.71
C 29.46 -1.88 -23.57
H 35.08 8.38 -16.60
H 40.10 4.37 -29.08
H 38.32 -1.38 -25.12
H 38.90 -4.38 -24.63
O 31.99 7.51 -15.75
H 33.10 8.47 -31.33
H 33.95 -4.46 -22.03
H 27.65 5.65 -26.02
O 35.06 5.55 -23.04
H 35.79 -4.00 -26.36
F 31.93 3.75 -21.86
C 33.21 7.07 -29.00
*
```

Properties
Orbital gap, Ha: 0.0801
Highest occupied orbital energy, eV: -8.66

Results of the Mulliken charge analysis, in e, for atoms 1 through 99: atom 1 (H): 0.260, atom 2 (C): -1.041, atom 3 (H): 0.355, atom 4 (H): 0.242, atom 5 (Hf): 1.427, atom 6 (N): -0.298, atom 7 (O): -0.599, atom 8 (H): 0.264, atom 9 (H): 0.452, atom 10 (H): 0.261, atom 11 (C): -0.648, atom 12 (C): -1.985, atom 13 (H): 0.339, atom 14 (H): 0.382, atom 15 (H): 0.288, atom 16 (C): 0.717, atom 17 (H): 0.165, atom 18 (H): 0.528, atom 19 (H): 0.449, atom 20 (H): 0.313, atom 21 (C): 0.719, atom 22 (F): -0.218, atom 23 (H): 0.425, atom 24 (H): 0.388, atom 25 (O): -0.508, atom 26 (C): 0.670, atom 27 (O): -0.581, atom 28 (H): 0.332, atom 29 (H): 0.342, atom 30 (C): 0.733, atom 31 (H): 0.379, atom 32 (C): -1.764, atom 33 (C): -1.572, atom 34 (C): 1.713, atom 35 (H): 0.524, atom 36 (H): 0.306, atom 37 (C): -0.959, atom 38 (C): -1.051, atom 39 (H): 0.374, atom 40 (H): 0.303, atom 41 (F): -0.202, atom 42 (H): 0.388, atom 43 (O): -0.486, atom 44 (H): 0.266, atom 45 (C): -1.599, atom 46 (H): 0.303, atom 47 (C): 1.033, atom 48 (H): 0.326, atom 49 (H): 0.371, atom 50 (H): 0.296, atom 51 (H): 0.328, atom 52 (S): 0.764, atom 53 (H): 0.307, atom 54 (H): 0.315, atom 55 (H): 0.289, atom 56 (C): -1.052, atom 57 (O): -0.665, atom 58 (C): -1.406, atom 59 (O): -0.553, atom 60 (C): 0.599, atom 61 (C): -1.626, atom 62 (C): -0.987, atom 63 (C): 0.755, atom 64 (C): -1.066, atom 65 (C): 1.327, atom 66 (C): 0.808, atom 67 (H): 0.422, atom 68 (N): 0.694, atom 69 (H): 0.335, atom 70 (O): -0.387, atom 71 (H): 0.339, atom 72 (C): -1.118, atom 73 (H): 0.341, atom 74 (O): -0.393, atom 75 (H): 0.522, atom 76 (H): 0.388, atom 77 (H): 0.306, atom 78 (C): -1.617, atom 79 (F): -0.207, atom 80 (C): 0.684, atom 81 (H): 0.394, atom 82 (C): -1.774, atom 83 (H): 0.388, atom 84 (H): 0.472, atom 85 (H): 0.419, atom 86 (H): 0.413, atom 87 (H): 0.308, atom 88 (H): 0.323, atom 89 (C): -1.008, atom 90 (S): 0.715, atom 91 (H): 0.301, atom 92 (H): 0.356, atom 93 (H): 0.354, atom 94 (C): -0.858, atom 95 (C): -0.902, atom 96 (H): 0.340, atom 97 (H): 0.324, atom 98 (H): 0.470, atom 99 (H): 0.288

=====

# 4
Below is C3H7CoO2 as an isolated structure in a non-equilibrium geometry, with properties calculated with ωB97M-V/def2-TZVPD.

Geometry as ORCA input:
```
! wB97M-V def2-TZVPD RIJCOSX def2/J DEFGRID3
* xyz 1 6
H 2.02 -1.60 0.24
C 0.15 -0.64 -0.06
O -0.42 0.64 0.18
H -2.16 0.31 -0.93
H -2.13 1.73 0.15
C 1.62 -0.57 0.33
H 1.70 -0.32 1.40
H -2.29 0.04 0.83
Co 1.49 1.77 -1.16
O 2.33 0.32 -0.45
H -0.12 -0.90 -1.10
H -0.35 -1.44 0.52
C -1.83 0.68 0.06
*
```

Properties
<S²>: 8.7606
Orbital gap (alpha / beta), Ha: 0.3242 / 0.2399
Highest occupied orbital energy (alpha / beta), eV: -12.43 / -15.16

Want to see where the charge sits? The Mulliken charges in e are: atom 1 (H): 0.361, atom 2 (C): -0.729, atom 3 (O): -0.242, atom 4 (H): 0.323, atom 5 (H): 0.255, atom 6 (C): 0.074, atom 7 (H): 0.327, atom 8 (H): 0.297, atom 9 (Co): 0.544, atom 10 (O): -0.283, atom 11 (H): 0.380, atom 12 (H): 0.421, atom 13 (C): -0.728

=====

> Number 3 is which compound?

C41H78F6HfN3O13S2

=====

> What is the formula in the fourth record?

C3H7CoO2